Entry 1:
Formula: C13H27BrNO3S
Source: the OMol25 dataset
Level of theory: wB97M-V/def2-TZVPD

Geometry as XYZ:
```
46
Properties=species:S:1:pos:R:3:forces:R:3
Br 1.9677 0.7580 -3.1622 -0.333 0.110 0.167
C -0.8004 -2.8164 -3.7237 1.126 -1.350 -3.172
C 0.0594 -3.2829 -2.5358 -0.537 0.533 -0.712
C 1.2490 -4.1676 -3.1019 -0.578 1.123 -0.275
S 1.8200 -3.2730 -4.6802 1.252 3.528 0.828
O 1.9292 -4.2060 -5.7908 -0.034 -0.265 0.421
O 2.9660 -2.2658 -4.4980 -3.436 -3.723 -0.148
C 0.2246 -2.3404 -4.8405 -0.022 0.634 1.324
H -1.6431 -2.1307 -3.6359 0.662 0.590 0.823
H -1.3236 -3.6644 -4.1655 0.031 -0.645 0.134
H -0.7011 -3.8000 -1.9506 0.779 -0.504 0.634
H 0.3287 -2.3550 -2.0313 0.696 -0.332 0.320
H 0.8576 -5.1345 -3.4183 -0.017 0.082 -0.318
H 2.1223 -4.3647 -2.4801 -0.170 0.467 0.191
H -0.0377 -2.3362 -5.8985 -0.261 -0.361 0.177
H 0.4137 -1.3138 -4.5270 0.782 0.213 -0.262
C 2.3644 1.7746 1.7050 0.349 1.545 -0.739
C 0.9509 1.4388 2.2876 0.972 0.238 -0.550
C 0.5920 2.6214 3.2947 0.325 -1.656 0.930
C -0.8670 2.7234 3.6393 -1.563 -0.760 -2.426
C -1.6582 2.7735 2.2422 0.586 0.438 2.460
C -1.4699 1.5128 1.3850 -0.073 0.489 -0.302
N -0.0210 1.3764 1.1348 0.079 1.238 1.369
O 0.2615 0.3848 0.1891 0.014 -0.630 0.717
C -2.2598 0.3647 2.0298 0.100 -0.714 0.656
C -2.1073 1.8361 0.0442 0.066 0.832 -0.970
C 1.1350 0.1238 3.0431 -1.741 -0.908 -0.028
H 3.2684 1.2455 2.0065 -0.479 -0.546 0.645
H 2.5706 2.8222 1.9246 0.154 0.166 0.374
H 2.5000 1.8279 0.6248 -0.829 -0.634 -0.302
H 0.9832 2.2640 4.2472 0.838 0.037 0.113
H 1.1436 3.5424 3.1059 -0.534 0.100 -0.521
H -1.1670 3.4961 4.3472 0.274 0.445 -0.350
H -1.2033 1.8083 4.1267 0.253 -0.187 0.153
H -1.2805 3.6959 1.8010 -0.181 -0.140 -0.666
H -2.7144 2.8840 2.4878 -0.199 0.069 -0.273
H -3.3472 0.4195 1.9780 -0.109 0.719 -0.464
H -2.0681 -0.6247 1.6146 0.512 0.010 -0.091
H -2.0997 0.3279 3.1074 0.332 -0.275 0.055
H -1.6109 2.6710 -0.4503 0.299 0.499 0.426
H -2.0125 1.1173 -0.7696 -0.436 -0.752 0.562
H -3.1305 2.1730 0.2110 -0.202 -0.373 -0.173
H 1.3175 -0.6785 2.3282 0.833 0.072 -0.045
H 0.1980 -0.2541 3.4521 -0.425 0.389 0.291
H 1.8048 0.1470 3.9026 0.436 0.154 -0.426
H 0.4953 0.8786 -0.6002 0.408 0.035 -0.554
```
Forces are in eV/Å.

Its charge is -2. The spin multiplicity is 2. For the orbital gap (spin up / spin down), the calculation gives 1.500 / 6.448 eV.


Entry 2:
Formula: C13H27F12N3O9S
Source: the OMol25 dataset
Level of theory: wB97M-V/def2-TZVPD

Geometry as XYZ:
```
65
Properties=species:S:1:pos:R:3:forces:R:3
N -25.9158 11.6128 -5.8550 0.580 -0.598 -0.377
H -25.9723 12.0709 -6.7701 -0.478 0.094 0.146
H -26.3979 10.7145 -5.8657 -0.047 0.023 -0.461
H -26.3461 12.1352 -5.0956 0.290 0.529 -0.200
H -24.8874 11.3835 -5.7243 -0.252 -0.001 0.555
N -24.8250 6.2796 -5.6557 -0.913 1.862 -0.359
H -24.6471 5.7687 -4.7926 0.313 -0.483 -0.369
H -24.8874 5.7831 -6.5454 0.398 -0.585 0.345
H -24.1871 7.1121 -5.7223 0.617 -0.542 0.299
H -25.7273 6.7541 -5.5447 -0.140 -0.446 0.103
N -24.0917 11.0492 -1.6417 -0.536 -0.791 0.510
H -23.8186 11.9837 -1.9436 0.199 -0.044 0.142
H -24.0146 10.9294 -0.6267 0.344 0.327 -0.052
H -23.5102 10.3121 -2.1216 0.468 0.438 -0.228
H -25.0726 10.8694 -1.8549 0.013 0.213 -0.093
C -21.0321 9.7464 -5.5580 0.553 0.321 1.643
F -20.1741 8.8416 -5.1155 -0.331 -0.904 -0.304
F -20.4906 10.9064 -5.2217 -0.393 0.841 0.090
F -21.1807 9.6980 -6.8486 -0.467 -0.404 -0.643
S -22.6693 9.5706 -4.6233 1.605 -0.581 -0.667
O -22.3220 9.7776 -3.2184 -0.649 0.407 -0.483
O -23.4706 10.6194 -5.2689 -0.404 -0.346 0.655
O -23.0949 8.1885 -4.8551 -0.582 0.591 -0.360
C -13.3656 11.5069 -9.1161 0.421 0.674 0.318
C -14.6373 10.9667 -9.7227 0.224 -0.078 -0.210
O -15.5250 10.6707 -8.6256 -0.025 -0.265 1.444
C -16.7164 10.1926 -8.8759 0.137 -0.159 -1.195
O -17.1330 9.9176 -9.9666 -0.374 0.000 0.130
C -17.6066 9.9643 -7.6318 0.359 -0.583 -0.080
F -16.9147 10.0538 -6.4939 -0.457 0.084 -0.126
F -18.6350 10.8282 -7.6116 0.237 0.125 0.140
F -18.1491 8.7284 -7.7090 0.236 0.442 0.172
H -13.5642 12.2754 -8.3672 -0.148 0.058 -0.117
H -12.6995 11.9528 -9.8560 -0.285 0.002 -0.238
H -12.7467 10.7622 -8.6148 -0.373 -0.331 -0.054
H -14.3846 10.0695 -10.2895 -0.492 -0.121 0.028
H -15.2181 11.6421 -10.3509 0.505 0.174 -0.209
C -18.6483 7.2716 -1.1179 -0.301 1.023 0.566
C -19.5184 8.2587 -1.8882 0.163 -1.559 -0.955
O -19.8406 9.3972 -1.0891 -0.554 0.473 -0.006
C -19.0509 10.4583 -1.1858 -0.348 -0.121 -0.236
O -17.9766 10.4920 -1.6896 0.259 0.287 -0.090
C -19.7264 11.7467 -0.6132 1.071 0.098 -0.667
F -18.9019 12.2512 0.3102 -1.059 -0.206 0.125
F -19.8344 12.6791 -1.5861 -0.115 -0.466 0.219
F -20.9780 11.5207 -0.1635 0.417 0.233 0.424
H -17.7619 7.8474 -0.8485 0.216 -0.374 0.100
H -18.3585 6.3689 -1.6468 -0.138 0.112 -0.276
H -19.1728 7.0058 -0.1993 0.135 -0.172 0.029
H -20.4760 7.8395 -2.2041 -0.120 -0.023 0.445
H -19.0424 8.5021 -2.8387 0.250 0.661 0.285
C -21.1617 13.4286 -7.3904 -0.431 -0.383 -0.206
C -22.2678 13.1165 -8.4110 0.539 1.051 1.363
O -21.7773 12.1555 -9.3206 0.377 -0.041 -0.725
C -22.5656 11.1939 -9.7511 0.150 0.350 0.976
O -23.6637 10.9622 -9.3343 -0.636 -0.248 -0.092
C -21.8543 10.3219 -10.7833 -0.194 -0.410 -0.602
F -20.5818 10.6109 -10.9059 0.513 0.171 0.016
F -21.9731 9.0424 -10.4390 -0.021 -0.433 0.428
F -22.4483 10.4558 -11.9663 -0.198 0.307 -0.277
H -20.2530 13.8550 -7.8077 -0.126 0.034 -0.246
H -20.8980 12.4964 -6.8962 0.108 0.088 0.110
H -21.5658 14.1187 -6.6494 0.066 0.042 0.028
H -22.5504 14.0285 -8.9357 -0.072 -0.179 -0.308
H -23.1276 12.7572 -7.8446 -0.101 -0.262 -0.324
```
Forces are in eV/Å.

Its charge is +2. For the orbital gap, the calculation gives 7.303 eV.


Entry 3:
Formula: C13H27InN11O2STe
Source: the OMol25 dataset
Level of theory: wB97M-V/def2-TZVPD

Geometry as XYZ:
```
56
Properties=species:S:1:pos:R:3:forces:R:3
In -0.2179 -0.0232 -0.5621 0.116 0.145 -0.029
C 2.5174 1.5760 -0.6056 -0.014 0.006 0.017
C 2.8940 0.3882 0.2689 -0.042 -0.012 -0.035
N 2.0322 -0.7644 0.0022 0.106 0.097 -0.247
C 2.5022 -1.7172 -1.0016 0.016 0.089 0.010
C 2.0236 -1.4028 -2.4036 0.041 -0.021 -0.005
C 2.5708 -2.0044 -3.5256 -0.003 0.010 -0.036
C 1.9903 -1.7527 -4.7585 0.004 0.002 0.011
C 0.8808 -0.9217 -4.8440 0.000 0.010 -0.001
C 0.3964 -0.3564 -3.6798 -0.012 0.015 -0.004
C -0.8568 0.4905 -3.6215 0.029 0.005 0.000
N -0.8162 1.3751 -2.4502 0.000 -0.016 -0.013
C 0.1611 2.4649 -2.5879 0.000 0.003 -0.007
C 0.5766 2.9897 -1.2241 0.009 0.003 0.014
N 1.1015 1.9025 -0.3774 0.016 -0.009 -0.005
N 0.9850 -0.5822 -2.5061 -0.045 -0.054 0.018
H 3.1608 2.4306 -0.3773 -0.009 -0.001 0.003
H 2.6486 1.3317 -1.6604 0.008 0.004 -0.005
H 3.9522 0.1458 0.1333 -0.004 0.004 -0.014
H 2.7546 0.6639 1.3179 0.013 -0.004 -0.003
H 1.8021 -1.2343 0.8757 -0.015 0.039 0.078
H 3.5934 -1.8040 -0.9941 -0.002 -0.013 -0.005
H 2.0923 -2.6974 -0.7458 -0.013 -0.012 -0.001
H 3.4238 -2.6632 -3.4330 0.001 0.002 0.000
H 2.3952 -2.2094 -5.6517 -0.002 0.002 0.001
H 0.3999 -0.7239 -5.7924 0.003 0.000 0.002
H -0.9816 1.0447 -4.5560 0.001 -0.003 0.002
H -1.7109 -0.1821 -3.5035 -0.005 0.005 -0.003
H -1.7420 1.7488 -2.2677 -0.007 -0.019 0.001
H 1.0288 2.0690 -3.1182 -0.005 -0.003 0.003
H -0.2330 3.2876 -3.1902 0.001 -0.007 -0.004
H 1.3212 3.7809 -1.3470 -0.003 0.000 -0.002
H -0.2873 3.4153 -0.7157 0.005 -0.004 0.004
H 0.9819 2.1594 0.5984 0.001 -0.001 0.002
N 0.6705 -1.6696 2.3538 0.035 -0.162 0.244
N 0.2506 -0.9307 3.4834 0.315 -0.282 0.092
C -0.5065 0.1500 3.3394 -0.380 0.533 0.080
N -1.1337 0.5874 4.4377 0.085 0.225 -0.460
N -0.5208 0.6986 2.0939 0.008 0.078 0.029
N -1.4806 1.5868 1.7696 -0.225 -0.277 -0.049
O -1.5690 1.8002 0.5427 0.234 0.032 0.036
O -2.2384 2.1286 2.5512 0.138 -0.073 0.329
H -0.1615 -1.9662 1.8191 -0.016 -0.087 0.025
H 1.1059 -2.5106 2.7188 0.005 0.025 0.020
H 0.0424 -1.4757 4.3109 -0.083 -0.006 -0.047
H -1.3159 -0.0973 5.1620 -0.084 -0.003 -0.062
H -1.8202 1.3138 4.3036 0.048 0.092 -0.006
N -3.7965 -1.0376 2.5991 0.406 -0.132 -0.182
C -3.7537 -1.4134 3.8855 -0.182 0.059 -0.172
N -4.8030 -1.0503 4.6463 0.096 0.039 0.018
S -2.4856 -2.2913 4.5699 -0.051 -0.246 0.046
H -4.6367 -0.6359 2.2141 0.028 0.017 -0.011
H -3.0953 -1.3621 1.9169 -0.308 0.016 0.406
H -5.5978 -0.5586 4.2751 -0.012 -0.026 -0.004
H -4.8142 -1.3461 5.6059 -0.017 -0.014 -0.013
Te -1.6812 -2.1457 -0.2943 -0.232 -0.071 -0.064
```
Forces are in eV/Å.

Its charge is +1. As for the energy relative to the best compared isomer or geometry (same formula, charge and spin): 0.00 kcal/mol. For the orbital gap, the calculation gives 6.836 eV.


Entry 4:
Formula: C13H27InNO5
Source: the OMol25 dataset
Level of theory: wB97M-V/def2-TZVPD

Geometry as XYZ:
```
47
Properties=species:S:1:pos:R:3:forces:R:3
In -0.7664 -2.0852 0.0154 -0.390 -1.244 -0.649
O -0.5002 -3.4143 -1.4968 -0.780 -0.145 -0.351
C -0.5955 -4.7782 -1.4118 1.807 -1.038 0.083
C -1.4274 -5.4186 -0.2408 -0.976 0.387 -0.674
O -1.3400 -4.7576 0.8991 0.522 1.758 1.360
H 0.4533 -5.1192 -1.2884 -0.112 -0.377 0.203
H -0.9158 -5.2619 -2.3506 -0.382 0.349 -0.069
H -1.1820 -6.4866 -0.1020 0.570 -0.182 -0.494
H -2.4764 -5.4317 -0.6074 -0.325 0.006 -0.270
O -0.3306 -0.8641 -2.5902 -0.112 0.028 -0.909
C -0.6486 0.0197 -3.4962 -0.140 0.541 4.411
C -0.5568 -0.4920 -5.0586 -0.102 -2.841 -3.972
O 0.4383 -1.1776 -5.5280 0.247 1.444 0.932
H -0.0418 0.9352 -3.3957 0.423 0.064 -0.804
H -1.7083 0.3113 -3.4123 -0.221 -0.011 -0.694
H -0.8125 0.4230 -5.6283 0.397 0.623 0.508
H -1.4313 -1.1629 -5.1612 -0.523 0.232 1.045
C -0.8624 3.2229 1.4096 0.799 -0.308 0.464
C -0.4695 1.9735 0.5838 -0.486 0.709 -0.997
C 0.7173 2.2423 -0.3299 0.709 0.750 -1.034
C 2.0737 2.3015 0.3391 0.239 -1.770 0.306
C 2.2842 1.0368 1.2243 -0.429 1.445 0.235
C 1.0630 0.7099 2.1206 1.558 -0.112 0.565
N -0.1529 0.7367 1.3096 0.245 0.299 0.399
O -1.2466 0.1667 2.0090 -0.049 0.522 -0.086
C 1.2889 -0.7244 2.6354 -0.403 -0.369 -0.508
C 1.1337 1.5946 3.3999 -0.159 -0.378 -0.078
C -1.6521 1.7087 -0.3589 -0.175 -0.548 0.876
H -0.0375 3.5630 2.0372 -0.128 -0.122 0.212
H -1.7314 2.9829 2.0247 0.008 0.178 0.106
H -1.0843 4.0925 0.7907 -0.268 -0.288 -0.332
H 0.7194 1.5226 -1.1551 0.104 -0.506 0.430
H 0.5791 3.1693 -0.9001 -0.379 0.219 0.377
H 2.2455 3.1910 0.9474 -0.234 0.109 -0.061
H 2.9047 2.1996 -0.3619 -0.210 0.609 -0.365
H 3.1196 1.3771 1.8423 0.075 -0.781 0.378
H 2.5889 0.1629 0.6512 -0.157 0.068 -0.200
H 2.2110 -0.8597 3.1996 0.092 0.390 -0.021
H 0.4646 -1.0867 3.2485 -0.009 0.050 0.007
H 1.3595 -1.3801 1.7653 -0.072 -0.117 0.084
H 2.0057 1.2315 3.9448 -0.170 -0.085 0.232
H 1.3001 2.6675 3.3171 -0.332 0.013 -0.428
H 0.2373 1.3831 3.9889 0.108 0.295 0.295
H -1.7887 2.4883 -1.1055 0.208 0.122 0.045
H -2.5341 1.6788 0.2850 -0.257 -0.215 -0.388
H -1.4979 0.7397 -0.8353 -0.195 0.052 -0.108
H -1.3965 0.6683 2.8263 0.066 0.171 -0.061
```
Forces are in eV/Å.

Its charge is -1. As for the energy relative to the best compared isomer or geometry (same formula, charge and spin): 0.00 kcal/mol. For the orbital gap, the calculation gives 3.209 eV.


These records have E values of -102425.2838, -80248.0693, -57702.2078, -30812.4985 eV, in the order they appear.